(1)
The following is a DFT calculation (the ωB97M-V functional and the def2-TZVPD basis) of C16H21CrN4O7 as an isolated structure.

The calculation puts the HOMO energy (alpha / beta) at -15.368 / -15.357 eV. As for the expectation value of S²: 0.758. The value obtained for the largest force on an atom is 0.90 eV/A. The total energy comes out at -65629.3863 eV. As for the frontier orbital gap (alpha / beta): 8.109 / 8.377 eV. The energy relative to the best compared isomer or geometry (same formula, charge and spin) comes out at 39.0 kJ/mol.

Structure (ORCA input):
```
! RIJCOSX wB97M-V def2-TZVPD def2/J DEFGRID3
* xyz 2 2
Cr 0.97 0.92 1.26
C -3.97 -0.92 1.45
N -2.55 -1.04 1.80
C -2.17 -2.25 2.54
C -1.68 -0.12 1.51
O -0.45 -0.22 1.83
C -2.08 1.15 0.79
O -0.90 1.95 0.70
C -0.79 2.78 -0.46
C 0.42 2.29 -1.22
O 1.19 1.49 -0.59
N 0.67 2.67 -2.44
C -0.21 3.57 -3.19
C 1.86 2.20 -3.17
H -4.34 -1.91 1.23
H -4.53 -0.50 2.28
H -4.10 -0.30 0.56
H -2.41 -3.12 1.93
H -1.10 -2.23 2.76
H -2.73 -2.29 3.47
H -2.46 0.90 -0.21
H -2.85 1.68 1.35
H -1.71 2.76 -1.05
H -0.62 3.81 -0.13
H -0.79 4.21 -2.52
H 0.41 4.21 -3.81
H -0.88 3.00 -3.83
H 2.39 1.46 -2.57
H 1.54 1.76 -4.11
H 2.51 3.05 -3.37
O 4.56 -0.74 1.17
C 3.39 -0.77 0.99
O 2.59 0.29 1.39
C 2.62 -1.86 0.33
C 2.95 -3.19 0.54
C 2.19 -4.19 -0.05
C 1.09 -3.88 -0.83
C 0.79 -2.54 -1.03
C 1.55 -1.53 -0.49
N -0.40 -2.15 -1.80
O -1.01 -3.01 -2.38
O -0.74 -0.97 -1.75
H 3.80 -3.44 1.16
H 2.45 -5.23 0.11
H 0.47 -4.64 -1.29
H 1.33 -0.51 -0.77
N 1.25 2.50 4.02
C 1.15 1.93 3.03
H 1.37 2.96 4.90
*
```


(2)
The following is a DFT calculation (the ωB97M-V functional and the def2-TZVPD basis) of C16H21F3NO6S2 as an isolated structure.

The calculation puts the HOMO energy at -3.299 eV. The value obtained for the largest force on an atom is 3.01 eV/A. The total energy comes out at -60531.0543 eV. As for the frontier orbital gap: 5.495 eV. The energy relative to the best compared isomer or geometry (same formula, charge and spin) comes out at 0.0 kJ/mol.

Structure (ORCA input):
```
! RIJCOSX wB97M-V def2-TZVPD def2/J DEFGRID3
* xyz -1 1
C -4.07 1.37 -3.18
C -2.69 0.81 -2.97
O -1.80 1.89 -2.62
C -0.49 1.50 -2.61
C 0.36 2.65 -2.42
C -0.20 3.95 -2.77
C 1.81 2.56 -2.58
O 2.52 3.55 -2.75
O 2.35 1.33 -2.54
C 3.69 1.37 -3.10
C 4.16 -0.05 -3.30
O -0.15 0.32 -2.75
H -4.77 0.54 -3.36
H -4.43 1.94 -2.32
H -4.11 2.01 -4.06
H -2.68 0.05 -2.18
H -2.33 0.35 -3.90
H 0.55 4.72 -2.54
H -0.36 3.96 -3.86
H -1.16 4.11 -2.26
H 3.64 1.88 -4.08
H 4.35 1.94 -2.43
H 5.26 -0.05 -3.30
H 3.79 -0.73 -2.52
H 3.82 -0.41 -4.29
C 1.18 -1.66 4.15
N -0.08 -2.35 4.34
S -0.08 -3.36 5.74
C 0.57 -4.86 5.02
F 0.45 -5.89 5.92
F -0.09 -5.20 3.88
F 1.91 -4.74 4.72
S -1.43 -1.31 4.49
C -1.29 -0.86 2.78
C -1.13 0.49 2.45
C -0.75 0.80 1.14
C -0.62 -0.23 0.21
C -0.87 -1.56 0.53
C -1.21 -1.89 1.84
O -2.63 -2.07 4.69
O -1.12 -0.17 5.32
H 1.93 -2.44 4.00
H 1.16 -1.05 3.26
H 1.40 -1.04 5.02
H -1.29 1.26 3.21
H -0.55 1.83 0.85
H -0.29 -0.01 -0.79
H -0.80 -2.33 -0.24
H -1.40 -2.92 2.14
*
```


(3)
The following is a DFT calculation (the ωB97M-V functional and the def2-TZVPD basis) of C16H21F6N5O5S4Y as an isolated structure.

The calculation puts the HOMO energy at -10.783 eV. The value obtained for the largest force on an atom is 1.27 eV/A. The total energy comes out at -95307.9499 eV. As for the frontier orbital gap: 7.428 eV. The energy relative to the best compared isomer or geometry (same formula, charge and spin) comes out at 62.4 kJ/mol.

Structure (ORCA input):
```
! RIJCOSX wB97M-V def2-TZVPD def2/J DEFGRID3
* xyz 1 1
Y -0.07 0.04 -0.24
C 5.78 -1.27 0.77
C 5.60 -0.03 -0.09
N 4.44 -0.11 -0.98
C 3.17 0.10 -0.60
S 1.97 0.10 -1.87
N 2.99 0.29 0.70
N 1.70 0.56 1.06
C 1.49 0.89 2.29
C 2.58 0.92 3.30
C 0.13 1.40 2.61
C -0.18 1.92 3.85
C -1.42 2.50 4.04
C -2.32 2.55 2.99
C -1.94 2.00 1.79
N -0.75 1.44 1.59
H 6.70 -1.17 1.36
H 5.87 -2.17 0.15
H 4.94 -1.40 1.45
H 6.47 0.11 -0.73
H 5.49 0.86 0.53
H 4.59 -0.21 -1.97
H 3.40 0.29 2.98
H 2.23 0.59 4.28
H 2.97 1.94 3.41
H 0.54 1.87 4.65
H -1.68 2.92 5.01
H -3.30 3.01 3.10
H -2.62 2.00 0.94
F -2.93 -1.36 3.16
C -3.02 -2.36 2.30
F -4.27 -2.55 1.94
F -2.51 -3.46 2.82
S -2.04 -1.85 0.84
O -0.67 -1.61 1.31
O -2.63 -0.63 0.31
N -2.14 -3.10 -0.11
S -1.14 -3.01 -1.34
O -1.52 -3.81 -2.44
O -0.82 -1.59 -1.61
C 0.50 -3.65 -0.68
F 1.11 -4.30 -1.64
F 1.24 -2.60 -0.31
F 0.29 -4.42 0.37
O -1.18 1.32 -1.57
S -2.59 1.72 -2.05
C -2.29 2.63 -3.58
C -2.36 1.61 -4.72
C -3.52 0.69 -4.35
C -3.26 0.27 -2.90
H -1.33 3.12 -3.45
H -3.08 3.38 -3.65
H -1.43 1.05 -4.78
H -2.52 2.11 -5.67
H -3.58 -0.19 -4.99
H -4.47 1.22 -4.43
H -2.47 -0.48 -2.83
H -4.14 -0.08 -2.36
*
```


(4)
The following is a DFT calculation (the ωB97M-V functional and the def2-TZVPD basis) of C16H21IrN3O2 as an isolated structure.

The calculation puts the HOMO energy (alpha / beta) at -21.898 / -22.821 eV. As for the expectation value of S²: 8.792. The value obtained for the largest force on an atom is 0.55 eV/A. The total energy comes out at -28288.2679 eV. As for the frontier orbital gap (alpha / beta): 9.126 / 6.177 eV.

Structure (ORCA input):
```
! RIJCOSX wB97M-V def2-TZVPD def2/J DEFGRID3
* xyz 4 6
Ir 0.00 0.23 -0.17
C 1.38 -3.71 -1.47
C 1.23 -2.70 -0.39
O 0.54 -1.65 -0.62
N 1.81 -2.90 0.78
C 1.73 -2.06 1.97
C 2.73 -0.92 1.90
C 3.93 -0.98 2.72
C 4.89 0.00 2.63
C 4.64 1.02 1.73
C 3.40 1.02 0.97
N 2.45 0.09 1.06
H 0.44 -3.83 -2.00
H 1.71 -4.68 -1.08
H 2.13 -3.34 -2.18
H 2.30 -3.79 0.88
H 1.93 -2.69 2.83
H 0.72 -1.65 2.08
H 4.05 -1.82 3.39
H 5.80 -0.03 3.23
H 5.34 1.84 1.58
H 3.23 1.84 0.28
O -0.36 2.01 0.87
C -1.78 2.34 1.20
C -2.43 3.18 0.11
C -2.16 2.70 -1.35
C -2.77 1.40 -1.66
C -4.07 1.34 -2.29
C -4.62 0.15 -2.71
C -3.88 -0.99 -2.45
C -2.62 -0.88 -1.75
N -2.08 0.26 -1.36
H 0.15 2.82 0.75
H -1.78 2.87 2.15
H -2.25 1.37 1.34
H -2.10 4.22 0.16
H -3.50 3.20 0.33
H -1.08 2.63 -1.52
H -2.55 3.47 -2.02
H -4.59 2.28 -2.45
H -5.58 0.11 -3.22
H -4.23 -1.98 -2.74
H -2.08 -1.79 -1.52
*
```


(5)
The following is a DFT calculation (the ωB97M-V functional and the def2-TZVPD basis) of C16H21N3O4PtSSe4 as an isolated structure.

The calculation puts the HOMO energy (alpha / beta) at -8.062 / -9.026 eV. As for the expectation value of S²: 6.025. The value obtained for the largest force on an atom is 2.85 eV/A. The total energy comes out at -305059.4794 eV. As for the frontier orbital gap (alpha / beta): 7.063 / 6.211 eV. The energy relative to the best compared isomer or geometry (same formula, charge and spin) comes out at 54.9 kJ/mol.

Structure (ORCA input):
```
! RIJCOSX wB97M-V def2-TZVPD def2/J DEFGRID3
* xyz 0 5
Pt -6.24 -16.18 -5.14
Se -5.06 -18.20 -5.90
Se -6.83 -19.56 -6.55
Se -6.65 -17.28 -2.96
Se -4.56 -16.86 -2.64
C -10.55 -16.31 -7.01
C -10.78 -17.33 -5.85
C -12.01 -18.24 -6.11
O -10.98 -16.58 -4.65
C -9.47 -18.21 -5.70
O -9.07 -18.79 -6.75
O -8.91 -18.18 -4.61
H -11.43 -15.69 -7.21
H -10.24 -16.90 -7.90
H -9.76 -15.55 -6.73
H -12.83 -17.67 -6.49
H -12.22 -18.68 -5.12
H -11.62 -19.00 -6.72
H -10.77 -17.19 -3.91
C -7.01 -12.19 0.07
C -6.49 -12.22 -1.40
C -6.38 -13.71 -1.76
N -7.68 -14.36 -1.99
C -8.25 -14.45 -3.19
S -7.38 -14.12 -4.65
N -9.54 -14.79 -3.22
C -10.40 -14.92 -2.04
O -10.91 -15.96 -1.79
C -10.64 -13.69 -1.30
C -11.44 -13.74 -0.16
C -11.83 -12.64 0.58
C -11.47 -11.41 0.06
C -10.66 -11.30 -1.09
C -10.24 -12.43 -1.77
H -7.20 -11.15 0.39
H -6.26 -12.56 0.75
H -7.99 -12.72 0.18
H -5.49 -11.78 -1.55
H -7.23 -11.79 -2.06
H -5.79 -14.25 -0.96
H -5.87 -13.82 -2.76
H -8.29 -14.61 -1.23
H -9.86 -15.24 -4.16
H -11.93 -14.69 0.07
H -12.47 -12.62 1.43
H -11.90 -10.49 0.43
H -10.42 -10.27 -1.34
H -9.70 -12.32 -2.66
N -5.46 -14.25 -7.48
C -5.63 -15.14 -6.76
*
```


What did the fourth record say?
The following is a DFT calculation (the ωB97M-V functional and the def2-TZVPD basis) of C16H21IrN3O2 as an isolated structure.

The calculation puts the HOMO energy (alpha / beta) at -21.898 / -22.821 eV. As for the expectation value of S²: 8.792. The value obtained for the largest force on an atom is 0.55 eV/A. The total energy comes out at -28288.2679 eV. As for the frontier orbital gap (alpha / beta): 9.126 / 6.177 eV.

Structure (ORCA input):
```
! RIJCOSX wB97M-V def2-TZVPD def2/J DEFGRID3
* xyz 4 6
Ir 0.00 0.23 -0.17
C 1.38 -3.71 -1.47
C 1.23 -2.70 -0.39
O 0.54 -1.65 -0.62
N 1.81 -2.90 0.78
C 1.73 -2.06 1.97
C 2.73 -0.92 1.90
C 3.93 -0.98 2.72
C 4.89 0.00 2.63
C 4.64 1.02 1.73
C 3.40 1.02 0.97
N 2.45 0.09 1.06
H 0.44 -3.83 -2.00
H 1.71 -4.68 -1.08
H 2.13 -3.34 -2.18
H 2.30 -3.79 0.88
H 1.93 -2.69 2.83
H 0.72 -1.65 2.08
H 4.05 -1.82 3.39
H 5.80 -0.03 3.23
H 5.34 1.84 1.58
H 3.23 1.84 0.28
O -0.36 2.01 0.87
C -1.78 2.34 1.20
C -2.43 3.18 0.11
C -2.16 2.70 -1.35
C -2.77 1.40 -1.66
C -4.07 1.34 -2.29
C -4.62 0.15 -2.71
C -3.88 -0.99 -2.45
C -2.62 -0.88 -1.75
N -2.08 0.26 -1.36
H 0.15 2.82 0.75
H -1.78 2.87 2.15
H -2.25 1.37 1.34
H -2.10 4.22 0.16
H -3.50 3.20 0.33
H -1.08 2.63 -1.52
H -2.55 3.47 -2.02
H -4.59 2.28 -2.45
H -5.58 0.11 -3.22
H -4.23 -1.98 -2.74
H -2.08 -1.79 -1.52
*
```